Record 1
Below is a structure of composition C62H61N4OPPd in a non-equilibrium geometry, with properties calculated with the ωB97M-V functional and the def2-TZVPD basis.

Properties
Gap between HOMO and LUMO ... 5.67 eV
Max |F| ... 0.033 hartree/bohr
E_LUMO ... -0.950 eV
E ... -86064.7775 eV

Each line ends with the Löwdin charge.
Element x y z (Å)
1 Pd -0.2040 0.0195 0.1189  1.037
2 C 5.0920 2.3181 5.1472  -0.091
3 C 5.6133 1.5292 4.1376  -0.081
4 C 4.7909 1.0107 3.1508  -0.026
5 C 3.4299 1.2814 3.1666  -0.222
6 C 2.9103 2.0576 4.1975  -0.023
7 C 3.7332 2.5782 5.1771  -0.072
8 C 2.4887 0.7988 2.1270  -0.063
9 C 1.8230 -0.4146 2.3762  -0.234
10 C 2.1345 -1.2959 3.4447  0.009
11 C 1.1820 -2.2749 3.4406  -0.002
12 C 0.2997 -1.9881 2.3616  -0.236
13 C -0.8765 -2.7149 2.0646  -0.061
14 C -1.3835 -3.6462 3.0929  -0.207
15 C -0.7310 -4.8138 3.4782  -0.040
16 C -1.2543 -5.6054 4.4855  -0.079
17 C -2.4151 -5.2301 5.1423  -0.090
18 C -3.0704 -4.0658 4.7724  -0.076
19 C -2.5655 -3.2929 3.7450  -0.034
20 C -1.6564 -2.5203 0.9212  -0.237
21 N -1.4952 -1.5452 -0.0177  0.017
22 C -2.3910 -1.7992 -1.0234  -0.230
23 C -2.6175 -1.0068 -2.1449  -0.081
24 C -3.7102 -1.4180 -3.0578  -0.223
25 C -3.4856 -2.2781 -4.1245  -0.024
26 C -4.5335 -2.6599 -4.9435  -0.079
27 C -5.8156 -2.1934 -4.7070  -0.090
28 C -6.0472 -1.3424 -3.6399  -0.075
29 C -5.0016 -0.9621 -2.8217  -0.026
30 C -1.9636 0.2116 -2.3956  -0.236
31 C -2.2708 1.1019 -3.4606  0.011
32 C -1.5177 2.2266 -3.2650  0.007
33 C -0.7365 2.0007 -2.0978  -0.240
34 N -1.0011 0.7669 -1.5962  0.006
35 C 0.2037 2.9180 -1.5790  -0.061
36 C 1.1518 2.6306 -0.5930  -0.229
37 C 2.1432 3.5573 -0.1215  0.009
38 C 2.7900 2.9553 0.9068  0.013
39 C 2.1900 1.6672 1.0829  -0.221
40 N 1.2294 1.4799 0.1276  0.021
41 C 0.0866 4.3151 -2.0196  -0.212
42 C -1.0774 5.0062 -1.6913  -0.032
43 C -1.2089 6.3438 -2.0066  -0.074
44 C -0.1872 7.0005 -2.6748  -0.089
45 C 0.9660 6.3142 -3.0178  -0.079
46 C 1.1098 4.9807 -2.6850  -0.043
47 C -3.1263 -2.9865 -0.7106  0.012
48 C -2.6911 -3.4191 0.4995  0.007
49 N 0.7237 -0.8741 1.7063  0.020
50 H 5.7411 2.7384 5.9005  0.100
51 H 6.6703 1.3143 4.1182  0.101
52 H 5.2016 0.3951 2.3648  0.121
53 H 1.8503 2.2555 4.2234  0.099
54 H 3.3150 3.1862 5.9652  0.102
55 H 2.9716 -1.1956 4.1075  0.113
56 H 1.1071 -3.1066 4.1116  0.103
57 H 0.1772 -5.1128 2.9759  0.121
58 H -0.7496 -6.5213 4.7623  0.103
59 H -2.8120 -5.8532 5.9303  0.100
60 H -3.9715 -3.7612 5.2886  0.103
61 H -3.0832 -2.3916 3.4442  0.110
62 H -2.4846 -2.6409 -4.3035  0.122
63 H -4.3508 -3.3293 -5.7714  0.102
64 H -6.6321 -2.4886 -5.3509  0.100
65 H -7.0451 -0.9768 -3.4426  0.103
66 H -5.1820 -0.3045 -1.9856  0.100
67 H -2.9726 0.9064 -4.2492  0.114
68 H -1.4808 3.1145 -3.8656  0.114
69 H 2.3162 4.5357 -0.5231  0.103
70 H 3.5986 3.3407 1.4954  0.114
71 H -1.8669 4.4814 -1.1724  0.112
72 H -2.1063 6.8802 -1.7309  0.103
73 H -0.2910 8.0452 -2.9331  0.100
74 H 1.7578 6.8193 -3.5520  0.103
75 H 2.0066 4.4400 -2.9484  0.122
76 H -3.8692 -3.4267 -1.3451  0.112
77 H -3.0012 -4.2915 1.0399  0.113
78 O -1.2632 1.5993 1.6883  -0.386
79 P -2.4232 1.9954 2.5228  0.865
80 C -2.3552 0.8466 4.0180  -0.308
81 C -0.9255 0.5826 4.5000  -0.187
82 C -0.5772 1.1453 5.8710  -0.196
83 C -1.6404 0.7419 6.8853  -0.195
84 C -2.9737 1.3715 6.5020  -0.199
85 C -3.4308 0.9279 5.1093  -0.173
86 C -2.5325 3.8775 2.4749  -0.324
87 C -1.1907 4.4558 2.0387  -0.195
88 C -0.1706 4.3631 3.1611  -0.194
89 C -0.6756 5.0758 4.4092  -0.188
90 C -2.0324 4.5287 4.8398  -0.201
91 C -3.0569 4.5855 3.7152  -0.187
92 C -3.9766 1.4085 1.6465  -0.328
93 C -5.3046 2.0300 2.0677  -0.199
94 C -6.3845 1.6469 1.0546  -0.185
95 C -6.1328 2.2998 -0.3109  -0.189
96 C -4.6482 2.6124 -0.5151  -0.190
97 C -3.7689 1.5501 0.1329  -0.191
98 H -2.5957 -0.0328 3.4001  0.086
99 H -0.2314 0.9582 3.7448  0.080
100 H -0.7814 -0.4999 4.5453  0.111
101 H -0.4971 2.2331 5.8449  0.095
102 H 0.3946 0.7504 6.1740  0.112
103 H -1.3565 1.0710 7.8875  0.110
104 H -1.7355 -0.3469 6.9006  0.117
105 H -2.8872 2.4569 6.5586  0.093
106 H -3.7447 1.0759 7.2185  0.111
107 H -4.2372 1.5854 4.7776  0.089
108 H -3.8478 -0.0763 5.2217  0.112
109 H -3.2455 4.0288 1.6526  0.099
110 H -1.3329 5.4996 1.7450  0.125
111 H -0.8275 3.9082 1.1683  0.089
112 H 0.7755 4.8013 2.8381  0.115
113 H -0.0014 3.3055 3.3736  0.086
114 H -0.7605 6.1443 4.2045  0.114
115 H 0.0407 4.9484 5.2244  0.107
116 H -2.3990 5.0831 5.7084  0.118
117 H -1.9114 3.4844 5.1203  0.064
118 H -3.2566 5.6274 3.4473  0.121
119 H -3.9956 4.1305 4.0436  0.104
120 H -3.9927 0.3341 1.8726  0.116
121 H -5.2219 3.1164 2.1215  0.104
122 H -5.5953 1.6777 3.0588  0.101
123 H -7.3654 1.9365 1.4360  0.107
124 H -6.3827 0.5597 0.9480  0.113
125 H -6.7180 3.2162 -0.4057  0.107
126 H -6.4746 1.6239 -1.0946  0.095
127 H -4.4204 3.6013 -0.1118  0.096
128 H -4.4175 2.6459 -1.5814  0.107
129 H -2.7189 1.7784 -0.0684  0.080
130 H -3.9782 0.5899 -0.3406  0.099

Cartesian forces, eV/Å:
0.9405 -1.0820 -0.9521
0.0558 0.0645 0.0042
0.1699 -0.0448 0.0319
-0.1118 -0.0046 -0.0594
0.1509 0.0612 0.1487
0.0102 -0.0147 0.0072
-0.0158 0.0332 0.1081
-0.5123 -0.5468 -0.1375
-0.0913 0.7705 -0.7435
-0.3956 -0.8176 0.3534
0.7785 0.4628 0.4383
-0.9374 -0.1668 -0.6104
0.6442 0.7117 -0.2065
-0.1607 -0.1991 0.2066
-0.0822 0.0790 -0.1695
0.0230 -0.0915 0.1087
-0.0388 -0.0830 0.0314
-0.0570 -0.1170 0.1141
0.0654 0.0311 -0.0100
0.3228 0.1911 0.0312
0.0308 0.2509 0.0725
0.3612 0.3754 0.1870
0.5261 0.5238 0.1759
-0.1666 -0.0848 -0.1243
0.0738 0.1107 0.0917
-0.0556 -0.1198 -0.1646
-0.0516 -0.0159 -0.0595
-0.1686 0.0047 -0.0412
0.0666 0.0675 0.0228
0.1325 -0.7770 0.7159
0.2419 0.8472 -0.2151
-0.6734 -0.4540 -0.3939
0.8126 0.1902 0.7338
-0.0667 -0.0253 0.2263
-0.2347 -0.8687 0.0732
-0.3572 -0.2217 -0.1007
0.2824 -0.0383 0.4199
-0.0840 0.3322 -0.3823
-0.3986 -0.4194 -0.1990
-0.3693 -0.0772 0.2747
0.0435 0.3066 -0.1430
0.0800 -0.0386 -0.0338
-0.0595 0.1925 -0.0710
-0.0218 0.1143 -0.0256
0.0943 0.1446 -0.0963
-0.1753 -0.0957 -0.0495
0.0157 -0.2445 0.4136
-0.2474 0.0104 -0.3718
-0.0928 0.2434 -0.1382
0.0713 -0.0062 0.0859
0.1428 -0.0216 -0.0227
0.0536 -0.0521 -0.1141
-0.1821 0.0454 -0.0291
-0.0564 0.0678 0.0796
0.1307 0.0425 0.1540
-0.0489 -0.1264 0.1450
0.0860 0.0110 -0.0830
0.0167 -0.0226 0.0175
-0.0284 -0.0168 0.0790
-0.0407 -0.0123 -0.0250
-0.0006 0.0792 -0.0352
0.1057 -0.0587 -0.0450
0.0310 -0.0521 -0.0730
-0.0243 -0.0399 -0.0360
-0.0658 0.0247 0.0077
-0.0192 0.1142 0.1239
-0.1001 -0.0346 -0.1258
-0.0232 0.1386 -0.1319
0.0460 0.1641 0.0040
0.1519 0.1137 0.1314
-0.0868 -0.0427 0.0593
-0.0627 0.0136 -0.0022
-0.0044 0.0448 0.0008
0.0567 0.0622 -0.0271
0.0968 -0.0431 -0.0442
-0.1822 -0.1165 -0.0981
-0.0913 -0.1657 0.1032
0.5544 0.3054 0.0496
-0.9585 -0.2959 -0.2131
-0.0680 0.4449 -0.4759
0.2743 0.2330 0.0131
-0.1058 -0.3057 0.0909
0.0032 0.3626 0.0464
-0.0074 -0.1870 0.0050
-0.1214 0.0693 0.0684
-0.2588 -0.4344 0.0427
0.2112 -0.3191 -0.0776
-0.0380 0.3256 -0.0413
0.0178 -0.2555 0.0743
-0.0223 0.2597 -0.0589
-0.0006 -0.1404 0.0908
0.3928 0.2103 0.5350
-0.1448 -0.2677 0.1382
-0.0661 0.1821 0.1351
0.0302 0.0430 0.0367
-0.1152 -0.1671 -0.0701
0.3300 0.3253 -0.3080
-0.0095 0.1621 0.0424
0.0469 -0.1771 -0.0569
0.0272 -0.0354 -0.0367
0.0813 0.1039 0.0237
0.0800 0.0732 -0.0503
0.0006 -0.0940 0.0257
0.0249 -0.0861 0.0430
-0.0005 0.0388 0.0271
-0.0140 0.1000 -0.0147
-0.1467 -0.1439 0.0407
-0.1329 0.0085 -0.0281
0.0243 -0.1264 0.0794
-0.0662 0.0808 0.0031
0.0288 0.0569 -0.0351
0.0807 -0.1301 -0.0071
0.1323 -0.1098 0.0345
0.0193 0.1411 0.0193
0.0304 0.1071 0.0395
-0.0124 -0.1500 0.0469
0.0220 -0.0018 0.1435
-0.1048 0.0321 0.0523
-0.0812 0.1226 0.0215
-0.0659 0.0993 0.0623
-0.0365 0.1317 0.0261
0.0060 0.0619 0.0485
-0.0390 -0.0974 -0.0298
-0.0426 -0.0588 0.0615
-0.0445 0.0083 -0.0228
-0.0643 -0.0087 -0.1123
0.0624 0.0532 0.0239
0.0333 0.1079 -0.0296
-0.0954 -0.1994 -0.0861
0.0808 -0.0398 -0.0287



Record 2
Below is the molecule C4H8N2O2 in a non-equilibrium geometry, with properties calculated with the ωB97M-V functional and the def2-TZVPD basis.

Properties
Gap between HOMO and LUMO ... 8.96 eV
Max |F| ... 0.121 hartree/bohr
SMILES ... COC(C=O)=C(N)N
E_LUMO ... 0.451 eV
E ... -11349.1145 eV
Energy relative to the best compared isomer or geometry (same formula, charge and spin) ... 482.3 kJ/mol

Each line ends with the natural charge from an NBO analysis.
Element x y z (Å)
1 C -1.9686 -0.8683 0.4608  -0.292
2 C 0.3140 -0.4756 -0.2948  -0.063
3 C 1.2037 -1.5249 -0.2696  0.315
4 C 0.5775 0.9023 -0.0203  0.472
5 H -1.3686 -1.3818 1.3480  0.211
6 H -2.7159 -1.5981 -0.1802  0.216
7 H -2.4807 0.1837 0.8822  0.199
8 H 0.7407 -2.5324 -0.4544  0.131
9 H -1.2652 0.7632 -0.5095  0.443
10 H -0.4249 2.5792 -0.8531  0.395
11 H 2.2957 2.2474 0.4973  0.416
12 H 2.5107 0.5886 0.0012  0.437
13 N -0.6199 1.7016 -0.1460  -0.880
14 N 1.8898 1.4532 0.0913  -0.824
15 O -1.1166 -0.5767 -0.6096  -0.534
16 O 2.4284 -1.4616 0.0568  -0.642

Cartesian forces, eV/Å:
-2.1824 -1.0189 1.0971
-1.3531 3.1616 0.6401
1.8376 -1.9439 0.9708
0.0683 2.8350 -1.0643
-1.5868 0.8888 -1.9171
1.1267 1.7187 2.7563
1.0973 -2.9513 -1.0525
0.3510 0.5000 -0.1571
1.2515 3.3300 -0.0997
-0.7321 -2.9970 2.4686
-0.4831 1.2371 0.6937
-0.4277 1.6623 0.4420
2.2242 -0.0314 -1.9818
-1.9264 -5.7224 -1.5185
2.8358 -1.0984 -0.4225
-2.1009 0.4298 -0.8552



Record 3
Below is a structure of composition C6H8CrLiO6 in a non-equilibrium geometry, with properties calculated with the ωB97M-V functional and the def2-TZVPD basis.

Properties
Net charge ... +1
Gap between HOMO and LUMO (alpha / beta) ... 7.01 / 7.01 eV
Max |F| ... 0.089 hartree/bohr
E_LUMO (alpha / beta) ... -4.215 / -4.316 eV
E ... -47255.6715 eV
Energy relative to the best compared isomer or geometry (same formula, charge and spin) ... 62.1 kJ/mol
Spin multiplicity ... 5

Each line ends with the natural charge from an NBO analysis.
Element x y z (Å)
1 O -1.4126 0.0677 0.7529  -0.609
2 C -1.5981 -0.4990 -0.5100  1.025
3 C -2.2841 1.2126 0.9242  -0.107
4 O -1.4013 -1.6920 -0.6567  -0.679
5 O -2.6076 0.1111 -1.1032  -0.425
6 C -2.9450 1.3424 -0.4443  -0.106
7 H -1.6929 2.0963 1.1843  0.229
8 H -2.9813 0.9593 1.7290  0.216
9 H -2.5184 2.1657 -1.0290  0.231
10 H -4.0338 1.4248 -0.3955  0.233
11 Cr 0.5135 0.0079 1.5500  1.413
12 O 0.9773 1.4673 0.3492  -0.845
13 O 1.9473 0.4001 -1.3219  -0.523
14 C 2.8988 -0.2094 -0.4223  -0.146
15 C 2.4321 -1.5766 0.0685  -0.102
16 O 1.2256 -1.5634 0.7830  -0.987
17 C 0.9440 1.1808 -0.8850  0.434
18 H 3.8121 -0.3385 -1.0151  0.230
19 H 3.1164 0.4573 0.4243  0.194
20 H 3.2361 -2.0319 0.6720  0.191
21 H 2.4124 -2.2293 -0.8237  0.174
22 Li -0.0406 -2.7530 0.1690  0.961

Cartesian forces, eV/Å:
-0.1444 0.1676 -0.7215
-3.8021 -1.7589 1.7830
-0.2440 0.2941 0.1970
1.6370 1.0090 -0.5214
0.9723 0.2699 -0.5180
0.1863 0.5895 -0.3459
-0.0293 -0.2418 -0.0826
0.1283 0.0496 -0.1852
-0.1665 -0.1868 0.1515
0.2730 -0.1331 -0.0882
1.3237 0.4250 0.0716
0.1549 -0.3385 1.3802
-0.2323 -0.3071 0.1691
0.2804 0.2999 0.3116
1.3135 -0.3589 -0.6223
-0.4236 -0.1214 0.2134
-0.2163 -0.2018 -1.0570
-0.2211 0.0218 0.2132
-0.0109 -0.1049 -0.2597
-0.1598 0.3803 0.0703
-0.6051 0.0970 0.1589
-0.0141 0.1495 -0.3179



The lowest max |F| belongs to which entry?
C62H61N4OPPd



max |F| of number 2 (C4H8N2O2)?
0.121 hartree/bohr



Which value of E does entry 3 give?
-47255.6715 eV